Arrangement one

Formula: C2H2N4O
Source: the OMol25 dataset
Level of theory: the ωB97M-V functional and the def2-TZVPD basis

```
9
C2H2N4O | the OMol25 dataset | the ωB97M-V functional and the def2-TZVPD basis
C 0.648 -0.046 -0.059
C -0.180 1.127 -0.093
H 2.216 -1.135 0.290
H 0.238 2.152 -0.300
N 1.948 -0.079 0.114
N -1.466 0.977 0.064
N -1.275 -1.436 -0.068
N -0.064 -1.340 -0.075
O -2.065 -0.220 0.127
```

Computed properties:
SMILES string: [H]/N=c1/cnonn1
LUMO, eV: -0.64
Gap between HOMO and LUMO, eV: 9.56

These are the Löwdin partial charges, in e, on atoms 1 to 2:
1 C -0.390
2 C -0.079

Arrangement two

Formula: C2H2N4O
Source: the OMol25 dataset
Level of theory: the ωB97M-V functional and the def2-TZVPD basis

```
9
C2H2N4O | the OMol25 dataset | the ωB97M-V functional and the def2-TZVPD basis
C 0.339 1.635 -0.118
C -0.783 -0.001 0.383
N -0.735 1.287 0.465
N 1.167 0.776 -0.521
N 0.264 -0.659 -0.154
N 0.029 -2.098 -0.026
O 0.837 -2.924 -0.044
H 0.440 2.649 -0.493
H -1.558 -0.665 0.508
```

Computed properties:
LUMO, eV: -0.86
Gap between HOMO and LUMO, eV: 9.41

These are the Löwdin partial charges, in e, on atoms 1 to 2:
1 C -0.378
2 C -0.204

Stability check: which of them is most stable? arrangement one.

Arrangement one

Formula: C2H2N4O
Source: the OMol25 dataset
Level of theory: the ωB97M-V functional and the def2-TZVPD basis

```
9
C2H2N4O | the OMol25 dataset | the ωB97M-V functional and the def2-TZVPD basis
C 1.123 -0.274 0.018
C 0.403 0.991 0.147
H 0.878 1.998 0.413
H -2.274 -0.200 -0.319
N -0.843 0.925 -0.097
N -1.336 -0.243 -0.118
N -0.817 -1.441 0.044
N 0.493 -1.503 0.096
O 2.373 -0.252 -0.184
```

Computed properties:
SMILES string: O=c1cn[nH]nn1
LUMO, eV: -0.71
Gap between HOMO and LUMO, eV: 9.21

These are the Löwdin partial charges, in e, on atoms 1 to 2:
1 C -0.458
2 C -0.031

Arrangement two

Formula: C2H2N4O
Source: the OMol25 dataset
Level of theory: the ωB97M-V functional and the def2-TZVPD basis

```
9
C2H2N4O | the OMol25 dataset | the ωB97M-V functional and the def2-TZVPD basis
C 0.143 0.170 -0.866
C -0.494 -0.682 1.181
H 0.250 -0.453 -2.858
H -1.247 -1.421 1.827
N 0.480 0.182 -2.048
N 0.586 1.398 -0.065
N 0.545 1.394 1.193
N 0.198 0.306 1.840
O -0.461 -0.893 -0.203
```

Computed properties:
SMILES string: [H]/N=c1/nnnco1
LUMO, eV: -1.10
Gap between HOMO and LUMO, eV: 8.97

These are the Löwdin partial charges, in e, on atoms 1 to 2:
1 C -0.444
2 C -0.072

Stability check: which of them is most stable? arrangement one.

Arrangement one

Formula: F6H16O8P
Source: the OMol25 dataset
Level of theory: the ωB97M-V functional and the def2-TZVPD basis

```
31
F6H16O8P | the OMol25 dataset | the ωB97M-V functional and the def2-TZVPD basis
P -0.144 0.692 0.190
F -0.647 1.528 -1.096
F -1.543 -0.128 0.239
F 0.541 -0.378 -0.811
F 0.376 -0.222 1.433
F 1.237 1.555 0.299
F -0.806 1.797 1.150
O -0.166 -1.509 -3.223
H -0.077 -0.680 -2.740
H 0.494 -2.080 -2.822
O -1.401 -1.695 3.102
H -1.137 -1.624 2.177
H -1.810 -0.845 3.293
O -2.599 -3.252 0.718
H -2.690 -2.383 1.119
H -3.343 -3.751 1.066
O 3.877 0.788 0.954
H 3.058 0.992 0.489
H 3.657 -0.041 1.404
O 2.860 0.767 -2.205
H 2.170 0.522 -1.577
H 2.947 1.719 -2.104
O 2.864 -1.522 2.370
H 2.940 -2.152 1.647
H 2.017 -1.079 2.215
O -0.604 4.326 -1.157
H -0.917 3.441 -1.378
H 0.312 4.186 -0.902
O -4.060 0.639 -1.176
H -4.260 -0.094 -1.764
H -3.146 0.481 -0.908
```

Computed properties:
Total charge: -1
LUMO, eV: 2.90
Gap between HOMO and LUMO, eV: 10.78

These are the Löwdin partial charges, in e, on atoms 1 to 2:
1 P 0.196
2 F -0.143

Arrangement two

Formula: F6H16O8P
Source: the OMol25 dataset
Level of theory: the ωB97M-V functional and the def2-TZVPD basis

```
31
F6H16O8P | the OMol25 dataset | the ωB97M-V functional and the def2-TZVPD basis
P 0.152 0.365 0.099
F 0.023 1.913 0.550
F -1.345 0.448 -0.516
F 0.820 0.846 -1.299
F 0.275 -1.170 -0.344
F 1.625 0.302 0.770
F -0.513 -0.081 1.528
O 3.401 -2.097 0.503
H 2.599 -2.643 0.489
H 3.057 -1.204 0.628
O -1.782 2.007 -2.991
H -2.238 2.740 -2.566
H -1.733 1.332 -2.300
O -3.171 -1.812 0.679
H -2.338 -1.411 0.395
H -2.905 -2.554 1.229
O 2.319 3.317 -1.526
H 1.763 2.587 -1.210
H 3.064 2.878 -1.946
O -3.232 2.467 1.190
H -2.295 2.282 1.334
H -3.668 1.629 1.372
O -1.197 1.612 3.657
H -1.370 1.077 4.435
H -0.946 0.977 2.966
O 1.979 -1.262 -3.123
H 1.671 -0.561 -2.531
H 2.917 -1.341 -2.927
O 1.343 -4.137 0.699
H 1.201 -4.873 0.095
H 0.521 -3.632 0.663
```

Computed properties:
Total charge: -1
LUMO, eV: 2.58
Gap between HOMO and LUMO, eV: 10.69

These are the Löwdin partial charges, in e, on atoms 1 to 2:
1 P 0.184
2 F -0.134

Stability check: which of them is most stable? arrangement two.

Arrangement one

Formula: C5H10
Source: the OMol25 dataset
Level of theory: the ωB97M-V functional and the def2-TZVPD basis

```
15
C5H10 | the OMol25 dataset | the ωB97M-V functional and the def2-TZVPD basis
C -1.414 -0.972 0.434
C -0.633 0.305 0.556
C 0.289 1.192 -0.242
C 1.127 0.452 -1.271
C -0.025 -1.056 0.962
H -2.157 -0.987 1.221
H -1.705 -1.493 -0.469
H 0.526 -0.323 -1.761
H -1.176 0.936 1.268
H -0.190 2.081 -0.666
H 0.951 1.579 0.548
H 1.976 -0.048 -0.792
H 1.513 1.127 -2.038
H 0.258 -1.240 1.987
H 0.659 -1.553 0.263
```

Computed properties:
SMILES string: CCC1CC1
LUMO, eV: 1.25
Gap between HOMO and LUMO, eV: 10.78

These are the Löwdin partial charges, in e, on atoms 1 to 2:
1 C -0.139
2 C -0.290

Arrangement two

Formula: C5H10
Source: the OMol25 dataset
Level of theory: the ωB97M-V functional and the def2-TZVPD basis

```
15
C5H10 | the OMol25 dataset | the ωB97M-V functional and the def2-TZVPD basis
C -0.830 -0.780 0.606
C -1.165 0.549 -0.088
C 0.203 1.238 -0.345
C 1.287 0.152 -0.109
C 0.509 -1.168 -0.020
H -0.728 -0.634 1.690
H -1.584 -1.558 0.447
H -1.659 0.344 -1.045
H -1.858 1.164 0.497
H 0.253 1.625 -1.368
H 0.358 2.098 0.316
H 1.829 0.342 0.825
H 2.036 0.128 -0.908
H 1.030 -1.957 0.533
H 0.317 -1.544 -1.033
```

Computed properties:
SMILES string: C1CCCC1
LUMO, eV: 1.26
Gap between HOMO and LUMO, eV: 12.32

These are the Löwdin partial charges, in e, on atoms 1 to 2:
1 C -0.217
2 C -0.201

Stability check: which of them is most stable? arrangement two.

Arrangement one

Formula: C5H10
Source: the OMol25 dataset
Level of theory: the ωB97M-V functional and the def2-TZVPD basis

```
15
C5H10 | the OMol25 dataset | the ωB97M-V functional and the def2-TZVPD basis
C -0.567 -1.364 -0.882
C -1.027 0.125 -0.888
C -0.512 0.857 0.354
C 0.996 0.929 0.470
C 1.670 0.175 1.341
H -0.998 -1.871 -1.773
H 0.523 -1.385 -0.881
H -0.898 -1.902 0.058
H -0.653 0.606 -1.809
H -2.124 0.285 -0.892
H -0.899 1.905 0.371
H -0.927 0.349 1.234
H 1.510 1.545 -0.240
H 2.748 0.186 1.435
H 1.158 -0.440 2.102
```

Computed properties:
SMILES string: C=CCCC
LUMO, eV: 1.27
Gap between HOMO and LUMO, eV: 10.89

These are the Löwdin partial charges, in e, on atoms 1 to 2:
1 C -0.114
2 C -0.271

Arrangement two

Formula: C5H10
Source: the OMol25 dataset
Level of theory: the ωB97M-V functional and the def2-TZVPD basis

```
15
C5H10 | the OMol25 dataset | the ωB97M-V functional and the def2-TZVPD basis
C 2.425 -0.353 -0.090
C 1.178 0.612 0.114
C -0.104 -0.215 0.216
C -1.291 0.448 0.014
C -2.642 -0.218 0.001
H 3.342 0.228 -0.304
H 2.501 -0.873 0.874
H 2.214 -1.086 -0.871
H 1.349 1.272 0.981
H 1.103 1.230 -0.761
H 0.012 -1.286 0.306
H -1.140 1.506 -0.220
H -3.461 0.503 -0.282
H -2.624 -0.967 -0.835
H -2.863 -0.802 0.857
```

Computed properties:
SMILES string: C/C=C/CC
LUMO, eV: 1.27
Gap between HOMO and LUMO, eV: 10.14

These are the Löwdin partial charges, in e, on atoms 1 to 2:
1 C -0.113
2 C -0.264

Arrangement three

Formula: C5H10
Source: the OMol25 dataset
Level of theory: the ωB97M-V functional and the def2-TZVPD basis

```
15
C5H10 | the OMol25 dataset | the ωB97M-V functional and the def2-TZVPD basis
C -1.152 -0.878 0.938
C -1.693 0.325 0.763
C 1.310 1.551 -1.143
C 1.815 0.957 -0.065
C -0.526 -1.712 -0.136
H -1.189 -1.340 1.925
H -1.125 -2.620 -0.270
H -1.714 0.798 -0.217
H -2.145 0.869 1.587
H 1.943 1.874 -1.965
H 0.244 1.749 -1.244
H 1.181 0.627 0.754
H 2.885 0.788 0.036
H 0.490 -2.020 0.141
H -0.466 -1.183 -1.092
```

Computed properties:
SMILES string: C=CC.C=C
LUMO, eV: 1.28
Gap between HOMO and LUMO, eV: 10.96

These are the Löwdin partial charges, in e, on atoms 1 to 2:
1 C -0.260
2 C -0.026

Arrangement four

Formula: C5H10
Source: the OMol25 dataset
Level of theory: the ωB97M-V functional and the def2-TZVPD basis

```
15
C5H10 | the OMol25 dataset | the ωB97M-V functional and the def2-TZVPD basis
C -0.156 -1.729 1.137
C -0.435 -0.202 0.931
C 0.467 0.367 -0.148
C 0.307 0.465 -1.658
C -0.056 1.685 -0.818
H -0.715 -2.182 1.953
H 0.890 -1.833 1.518
H -0.328 -2.077 0.157
H -1.543 -0.255 0.621
H -0.350 0.425 1.808
H 1.458 0.438 0.261
H -0.445 -0.111 -2.093
H 1.357 0.508 -2.120
H 0.633 2.508 -0.964
H -1.084 1.994 -0.587
```

Computed properties:
SMILES string: CCC1CC1
LUMO, eV: 1.27
Gap between HOMO and LUMO, eV: 10.95

These are the Löwdin partial charges, in e, on atoms 1 to 2:
1 C -0.107
2 C -0.249

Stability check: which of them is most stable? arrangement one.

Arrangement one

Formula: C5H10
Source: the OMol25 dataset
Level of theory: the ωB97M-V functional and the def2-TZVPD basis

```
15
C5H10 | the OMol25 dataset | the ωB97M-V functional and the def2-TZVPD basis
C 2.299 -3.759 -0.198
C 0.950 -3.945 0.125
H 2.900 -3.469 0.689
H 2.626 -3.523 -1.239
H 0.673 -4.387 0.989
H 0.246 -4.163 -0.752
C -1.328 3.781 0.087
C -1.061 2.399 -0.439
C -0.820 1.336 0.412
H -2.313 4.197 -0.305
H -1.298 3.896 1.148
H -0.450 4.381 -0.366
H -1.206 2.347 -1.589
H -0.495 0.463 -0.014
H -0.921 1.389 1.517
```

Computed properties:
SMILES string: C=CC.C=C
LUMO, eV: 1.12
Gap between HOMO and LUMO, eV: 10.39

These are the Löwdin partial charges, in e, on atoms 1 to 2:
1 C -0.067
2 C -0.073

Arrangement two

Formula: C5H10
Source: the OMol25 dataset
Level of theory: the ωB97M-V functional and the def2-TZVPD basis

```
15
C5H10 | the OMol25 dataset | the ωB97M-V functional and the def2-TZVPD basis
C 0.257 -1.652 0.492
C 0.014 -0.347 0.028
C -0.602 -0.006 -1.309
C -1.973 0.082 -1.410
C 0.296 0.136 -2.372
H 0.710 -1.013 1.298
H 1.025 -2.095 -0.231
H -0.314 -2.565 0.578
H 0.918 0.275 0.060
H 1.821 3.514 5.817
H -2.436 0.737 -2.146
H -2.374 -0.408 -0.510
H 1.311 3.215 5.362
H 0.028 -0.286 -3.420
H 1.318 0.413 -2.237
```

Computed properties:
LUMO, eV: -1.44
Gap between HOMO and LUMO, eV: 5.05

These are the Löwdin partial charges, in e, on atoms 1 to 2:
1 C -0.119
2 C -0.126

Stability check: which of them is most stable? arrangement one.